Entry from the Open Molecules 2025 dataset: a structure of composition C22H30BrF4N6O2SeSr at a distorted geometry (ωB97M-V/def2-TZVPD).

Last column: Mulliken charge in e.
Cartesian coordinates (Å):
Sr1 1.4593 0.2507 0.3625  2.273
C1 2.2826 1.7745 -1.5760  -0.475
N1 1.9245 2.2931 -0.2507  -0.702
C2 2.7053 3.4639 0.1013  -1.286
C3 0.4543 2.5590 -0.2024  -0.598
C4 -0.5327 1.4376 -0.7130  -0.666
N2 -0.7858 0.3773 0.2562  -0.648
C5 -2.0159 -0.1783 0.3144  -0.476
C6 -2.3032 -1.0243 1.4107  0.222
F1 -1.3643 -1.1631 2.3723  -0.416
C7 -3.4901 -1.6947 1.5639  0.307
F2 -3.6465 -2.4804 2.6482  -0.395
C8 -4.5234 -1.5830 0.6510  -0.594
C9 -4.2841 -0.7485 -0.4170  0.138
F3 -5.2346 -0.5917 -1.3626  -0.400
C10 -3.0957 -0.0647 -0.5835  0.832
F4 -2.9791 0.6727 -1.7227  -0.381
H1 3.3539 1.6032 -1.6601  0.370
H2 1.9488 2.4557 -2.3689  0.343
H3 1.7809 0.8233 -1.7723  -0.146
H4 2.4589 3.7669 1.1197  0.339
H5 2.5124 4.3094 -0.5746  0.366
H6 3.7639 3.2094 0.0570  0.337
H7 0.2589 3.4390 -0.8294  0.485
H8 0.1756 2.8089 0.8247  0.390
H9 -0.1854 1.0401 -1.6816  0.267
H10 -1.4282 2.0093 -0.9462  0.632
H11 -5.4465 -2.1290 0.7607  0.478
N3 1.3771 -1.2236 -3.3317  -0.537
C11 1.9704 -2.1540 -2.3688  2.572
C12 2.5647 -3.4262 -2.9887  -1.270
C13 3.4330 -4.2453 -2.0298  -0.495
C14 2.6446 -5.1311 -1.0726  -1.171
N4 1.6121 -4.3949 -0.3810  0.163
C15 1.8202 -3.6005 0.6566  0.664
N5 0.7914 -2.9529 1.1890  0.262
N6 3.0448 -3.4933 1.2281  -0.425
C16 3.0365 -1.3877 -1.5823  0.043
O1 3.9754 -0.8886 -2.2089  -0.795
O2 2.8426 -1.3079 -0.3196  -0.717
H12 0.5681 -1.6489 -3.7728  0.344
H13 2.0645 -1.0029 -4.0452  0.273
H14 1.1741 -2.4154 -1.6709  -1.330
H15 3.1793 -3.1186 -3.8390  0.386
H16 1.7325 -4.0311 -3.3659  0.282
H17 4.0550 -3.5536 -1.4511  0.210
H18 4.1317 -4.8724 -2.5891  0.470
H19 3.3092 -5.6065 -0.3470  0.438
H20 2.1374 -5.9291 -1.6184  0.492
H21 0.6969 -4.2725 -0.8649  -0.339
H22 -0.0777 -2.9465 0.6478  -0.160
H23 0.9900 -2.1550 1.7810  -0.165
H24 3.8066 -3.5091 0.5658  0.326
H25 3.1226 -2.6782 1.8351  0.234
Se1 -1.2903 -3.4293 -1.6401  -0.382
C17 -2.5424 -4.5083 -0.6912  0.158
C18 -2.1549 -5.3579 0.3480  0.078
C19 -3.0783 -6.1303 1.0357  -0.652
C20 -4.4253 -6.0783 0.7050  -0.466
C21 -4.8288 -5.2337 -0.3215  -0.511
C22 -3.9038 -4.4612 -1.0044  -0.604
H26 -1.1082 -5.4078 0.6279  0.312
H27 -2.7413 -6.7742 1.8396  0.373
H28 -5.1484 -6.6803 1.2410  0.354
H29 -5.8768 -5.1716 -0.5912  0.377
H30 -4.2311 -3.7969 -1.7951  0.388
Br1 2.2054 -0.7734 2.9210  -0.776

Cartesian forces, eV/Å:
Sr 0.00 -3.74 3.37
C 0.13 0.68 -0.50
N 0.16 2.62 -1.30
C -0.10 0.07 0.05
C -0.31 0.45 -0.50
C -0.47 0.48 -0.08
N -1.26 0.56 -0.18
C -0.13 0.00 0.01
C -0.01 0.05 0.11
F 0.10 -0.06 -0.10
C 0.02 -0.10 0.05
F -0.03 0.03 -0.03
C 0.00 0.10 0.01
C 0.04 0.01 0.04
F -0.04 -0.02 -0.02
C 0.01 -0.04 -0.11
F 0.06 -0.01 0.00
H 0.02 -0.02 0.10
H 0.05 -0.03 -0.03
H 0.27 0.29 -0.62
H 0.02 0.02 -0.02
H 0.01 -0.01 0.00
H -0.01 0.03 0.02
H 0.02 0.00 0.01
H 0.08 -0.02 0.04
H -0.10 0.20 -0.05
H -0.02 0.00 0.02
H 0.00 -0.03 -0.01
N 0.07 0.02 0.03
C -0.19 0.00 0.13
C -0.04 0.06 -0.01
C 0.17 0.01 -0.02
C 0.00 0.06 -0.06
N -0.16 -0.20 0.10
C 0.14 0.06 0.15
N -0.54 -0.28 -0.55
N 0.05 -0.33 0.06
C 0.33 -0.14 -0.43
O 0.02 0.01 0.05
O 1.24 -0.79 -1.18
H 0.00 0.02 0.03
H -0.02 0.02 -0.01
H 0.05 0.06 -0.16
H -0.02 0.01 0.00
H 0.06 -0.04 -0.07
H 0.08 -0.04 -0.11
H -0.03 -0.03 -0.04
H -0.03 0.00 0.02
H 0.04 0.03 -0.04
H -0.02 -0.09 0.18
H 0.06 -0.13 0.05
H -0.04 -0.13 0.43
H -0.09 -0.11 0.06
H -0.09 -0.05 0.08
Se 0.01 0.01 -0.02
C -0.09 -0.02 0.02
C 0.13 0.02 0.02
C -0.05 -0.02 0.01
C 0.00 0.00 0.00
C -0.02 -0.04 0.03
C 0.02 0.04 -0.11
H -0.01 -0.01 -0.01
H 0.01 0.00 0.01
H 0.00 0.00 0.01
H -0.02 0.00 0.00
H 0.00 -0.01 0.00
Br 0.45 0.51 1.09

E_LUMO: 2.157 eV
orbital gap: 6.147 eV
net charge: -1

=====

Entry from the Open Molecules 2025 dataset: a structure of composition C22H30CdIN3O5SSb2 (ωB97M-V/def2-TZVPD).

Last column: Mulliken charge in e.
Cartesian coordinates (Å):
Cd1 0.1958 0.7604 -1.2986  3.192
C1 -0.2794 1.4142 3.2478  -1.455
Sb1 0.2784 0.1264 1.6186  0.011
C2 2.1668 -0.4886 2.4134  -1.302
C3 -0.8470 -1.6307 2.2992  -1.461
C4 -2.3303 -1.4551 2.2466  0.716
C5 -2.9598 -0.8540 3.3411  -0.671
C6 -4.3252 -0.6403 3.3744  -0.732
C7 -5.1016 -1.0240 2.2902  -0.731
C8 -4.4982 -1.6327 1.2056  -0.587
C9 -3.1211 -1.8709 1.1620  0.688
C10 -2.5618 -2.5711 -0.0317  -1.658
Sb2 -1.8836 -1.1917 -1.5902  -0.087
C11 -1.9210 -2.6578 -3.1520  -1.269
C12 -3.7497 -0.1933 -1.9182  -1.278
H1 -0.0143 0.9144 4.1781  0.455
H2 -1.3487 1.6162 3.2304  0.402
H3 0.2687 2.3514 3.1687  0.416
H4 2.0138 -0.8968 3.4113  0.521
H5 2.8377 0.3668 2.4696  0.425
H6 2.6217 -1.2433 1.7736  0.357
H7 -0.5157 -1.7435 3.3311  0.680
H8 -0.4828 -2.4820 1.7260  0.480
H9 -2.3518 -0.5609 4.1897  0.419
H10 -4.7827 -0.1914 4.2463  0.413
H11 -6.1724 -0.8677 2.2988  0.408
H12 -5.1008 -1.9521 0.3627  0.386
H13 -3.3204 -3.1875 -0.5128  0.672
H14 -1.7124 -3.2086 0.2132  0.611
H15 -2.9078 -3.1173 -3.1621  0.415
H16 -1.1696 -3.4181 -2.9443  0.400
H17 -1.7148 -2.1765 -4.1041  0.355
H18 -4.5106 -0.9102 -2.2213  0.369
H19 -3.6125 0.5512 -2.6997  0.376
H20 -4.0526 0.2965 -0.9941  0.389
I1 -2.7511 5.9633 -0.4826  0.128
C13 -1.0334 4.8049 -0.5915  -0.794
C14 0.1405 5.1138 -1.2385  -0.158
N1 0.9673 4.0774 -1.0277  -0.078
N2 0.4058 3.1105 -0.2935  -0.243
C15 -0.8190 3.5451 -0.0219  -0.056
H21 0.4174 5.9866 -1.8042  0.475
H22 1.8933 3.9556 -1.3978  0.195
H23 -1.5025 2.9610 0.5748  0.477
O1 -0.9103 0.3516 -3.9774  -0.561
C16 -0.9213 1.5830 -3.8269  -0.257
O2 -0.4422 2.2252 -2.8347  -0.596
H24 -1.3964 2.2109 -4.6020  0.382
N3 1.8052 -0.3074 -2.4871  -0.616
C17 2.9781 -0.5108 -1.6549  0.711
C18 3.4354 0.5677 -0.9067  -0.187
C19 4.5033 0.4009 -0.0419  -1.035
C20 5.0914 -0.8473 0.0896  0.110
C21 4.6298 -1.9226 -0.6509  -0.691
C22 3.5701 -1.7570 -1.5343  -0.796
S1 6.6058 -1.0158 1.0780  1.240
O3 6.4251 -0.0828 2.1755  -0.686
O4 7.5949 -0.6173 0.0880  -0.669
O5 6.6353 -2.4167 1.4525  -0.695
H25 1.4932 -1.1841 -2.8874  0.159
H26 2.0124 0.2975 -3.2768  0.242
H27 2.9384 1.5311 -1.0104  0.369
H28 4.8907 1.2189 0.5532  0.473
H29 5.1129 -2.8819 -0.5151  0.489
H30 3.1959 -2.5929 -2.1170  0.347

Cartesian forces, eV/Å:
Cd -0.26 0.08 0.25
C 0.00 0.00 -0.31
Sb 0.21 -0.35 0.51
C -0.11 0.06 -0.14
C 0.15 0.30 -0.26
C -0.11 0.02 0.01
C 0.04 0.01 -0.04
C -0.01 0.02 0.02
C -0.03 0.00 0.00
C 0.08 -0.01 -0.03
C -0.08 0.02 0.12
C 0.27 0.29 -0.15
Sb -0.60 -0.42 -0.11
C 0.09 0.25 0.14
C 0.22 -0.09 0.01
H 0.02 -0.02 -0.02
H 0.00 0.00 -0.02
H 0.00 -0.01 0.00
H -0.04 0.01 0.00
H 0.02 -0.04 -0.02
H 0.02 0.03 -0.01
H 0.05 -0.05 -0.01
H 0.00 0.00 0.03
H -0.02 -0.02 0.01
H 0.01 0.02 -0.02
H 0.01 0.00 0.00
H -0.03 -0.02 0.03
H -0.01 0.00 -0.01
H -0.03 -0.02 -0.02
H 0.00 0.00 0.00
H -0.01 -0.01 -0.02
H 0.01 0.02 0.01
H 0.00 -0.01 0.00
H 0.00 -0.02 -0.01
H -0.02 -0.01 0.00
I 0.28 -0.20 -0.02
C -0.31 0.25 0.04
C -0.13 0.00 0.09
N -0.05 0.17 -0.11
N 0.08 -0.25 0.00
C 0.02 0.14 0.04
H 0.08 -0.05 -0.02
H 0.05 -0.02 0.02
H 0.04 -0.07 -0.01
O 0.03 0.27 0.17
C -0.11 -0.13 -0.19
O -0.01 -0.28 0.00
H 0.07 -0.01 0.01
N 0.34 0.07 -0.03
C -0.01 0.01 0.14
C -0.07 -0.07 -0.03
C -0.07 0.07 -0.01
C 0.46 -0.06 0.10
C -0.07 0.00 0.06
C -0.15 0.03 0.02
S -0.09 0.05 -0.39
O -0.11 0.04 0.02
O -0.01 -0.06 0.25
O -0.05 0.01 0.00
H -0.14 -0.03 0.00
H 0.01 0.01 -0.06
H 0.07 0.03 0.04
H 0.00 0.01 -0.03
H -0.01 0.00 -0.05
H 0.03 0.00 -0.01

E_LUMO: -0.518 eV
orbital gap: 7.165 eV
net charge: 0

=====

Entry from the Open Molecules 2025 dataset: a structure of composition C22H30CuN4O2S3SbSe (ωB97M-V/def2-TZVPD).

Last column: Mulliken charge in e.
Cartesian coordinates (Å):
Cu1 1.5125 4.1330 -0.6158  -0.246
S1 2.9350 8.6829 -0.2773  -0.740
Sb1 3.4802 6.5451 0.2726  0.362
S2 1.3922 5.5125 1.1433  -0.498
S3 2.9823 5.1614 -1.7791  -0.295
C1 -0.3771 -2.4412 -3.4844  -0.821
C2 -0.8613 -1.2042 -4.2379  -0.452
C3 0.0264 0.0299 -4.0647  -0.663
C4 -0.2217 0.8461 -2.8032  -1.605
N1 -0.0839 0.0877 -1.5671  1.451
C5 1.1116 -0.2160 -0.9829  -0.727
Se1 2.7469 0.2469 -1.6253  -0.093
N2 0.8264 -0.8984 0.1654  1.222
C6 1.8082 -1.4369 1.0984  -1.303
C7 1.8877 -2.9579 1.0239  -0.568
C8 2.4694 -3.4856 -0.2857  0.174
C9 3.9703 -3.2577 -0.4097  -1.345
C10 -0.5445 -1.0058 0.3193  0.288
C11 -1.3177 -1.5603 1.3262  -0.730
C12 -2.6972 -1.4861 1.1794  -0.947
C13 -3.2784 -0.8907 0.0594  -1.129
C14 -2.5006 -0.3326 -0.9474  -0.699
C15 -1.1259 -0.3885 -0.7918  0.440
H1 -0.9706 -3.3173 -3.7516  0.419
H2 -0.4387 -2.3257 -2.4022  -0.046
H3 0.6656 -2.6535 -3.7304  0.323
H4 -1.8917 -0.9674 -3.9485  0.203
H5 -0.9029 -1.4479 -5.3026  0.410
H6 -0.1191 0.7153 -4.9037  0.451
H7 1.0785 -0.2631 -4.0839  0.286
H8 -1.2358 1.2525 -2.8021  0.584
H9 0.4811 1.6796 -2.7503  0.301
H10 1.5316 -1.0934 2.0942  0.028
H11 2.7584 -0.9691 0.8404  0.681
H12 0.8878 -3.3735 1.1799  0.314
H13 2.4981 -3.3024 1.8649  0.511
H14 1.9557 -3.0099 -1.1274  -0.280
H15 2.2526 -4.5549 -0.3597  0.413
H16 4.2107 -2.1945 -0.4136  0.267
H17 4.3540 -3.6754 -1.3415  0.380
H18 4.5054 -3.7335 0.4163  0.333
H19 -0.8764 -2.0162 2.2016  0.500
H20 -3.3301 -1.9112 1.9477  0.450
H21 -4.3568 -0.8626 -0.0284  0.408
H22 -2.9558 0.1364 -1.8090  0.514
O1 -1.0516 -1.1739 4.9318  -0.560
C16 -1.5794 0.1099 5.1405  -0.524
N3 -1.7862 0.8409 3.9062  0.016
C17 -0.7328 1.0687 3.0893  -0.048
O2 0.3899 0.6917 3.4034  -0.744
C18 -0.9782 1.8231 1.8204  0.914
C19 -2.2366 2.1646 1.3452  0.215
C20 -2.3462 2.8550 0.1527  -1.318
C21 -1.1867 3.1895 -0.5220  -0.692
N4 0.0306 2.8834 -0.0649  0.900
C22 0.1349 2.2179 1.0857  -0.726
H23 -0.1754 -1.0240 4.5482  0.379
H24 -0.9227 0.6927 5.7908  0.296
H25 -2.5489 -0.0092 5.6200  0.381
H26 -2.7183 1.0702 3.6167  0.213
H27 -3.1408 1.8996 1.8788  0.292
H28 -3.3082 3.1410 -0.2472  0.459
H29 -1.2198 3.7455 -1.4507  0.467
H30 1.1337 2.0175 1.4496  0.555

Cartesian forces, eV/Å:
Cu 0.33 0.03 -0.18
S 0.00 0.06 0.01
Sb -0.05 0.00 -0.01
S 0.01 -0.01 0.04
S -0.08 -0.07 0.02
C 0.02 -0.04 0.02
C -0.03 0.01 -0.02
C 0.05 0.02 0.00
C -0.04 -0.02 0.04
N 0.00 0.01 -0.04
C 0.03 0.00 -0.10
Se 0.01 0.02 0.06
N 0.00 0.00 0.05
C 0.01 0.08 -0.08
C -0.02 -0.02 0.05
C -0.03 0.00 -0.02
C 0.03 -0.01 -0.01
C -0.02 -0.07 -0.02
C -0.01 0.00 -0.03
C -0.01 -0.01 -0.01
C 0.01 -0.01 0.01
C 0.01 -0.03 0.01
C 0.01 0.00 0.03
H 0.00 0.00 0.00
H -0.01 0.01 0.00
H 0.00 0.01 -0.01
H 0.00 -0.01 0.01
H 0.01 0.00 0.00
H -0.02 0.00 0.00
H 0.00 0.00 0.00
H 0.01 0.01 -0.02
H 0.01 0.00 0.00
H -0.03 0.00 0.08
H -0.01 -0.02 0.01
H 0.00 0.01 -0.01
H 0.01 0.00 -0.01
H 0.01 0.00 0.00
H 0.01 0.00 0.01
H 0.00 0.01 0.01
H -0.01 0.00 0.00
H 0.00 0.00 0.00
H 0.01 0.00 0.01
H 0.00 0.01 0.01
H -0.01 0.00 0.00
H 0.00 0.00 -0.01
O -0.05 -0.02 -0.03
C -0.03 -0.01 0.00
N -0.08 -0.02 0.04
C 0.10 0.26 0.04
O 0.00 -0.13 -0.07
C 0.05 -0.07 0.02
C -0.07 0.02 0.04
C 0.09 0.01 0.00
C -0.07 -0.02 0.00
N -0.16 0.03 0.17
C -0.09 0.02 -0.04
H 0.03 0.01 0.03
H 0.03 0.01 -0.04
H 0.02 0.00 0.02
H 0.00 -0.04 -0.03
H 0.01 -0.02 -0.01
H -0.01 0.00 0.00
H 0.02 0.02 0.01
H 0.00 -0.01 0.00

E_LUMO (spin up / spin down): 1.629 / 1.527 eV
orbital gap (spin up / spin down): 4.831 / 4.691 eV
2S+1: 2
<S²>: 0.76
net charge: -1

=====

Calculated relative energy (zero: lowest compared OMol25 entry of this formula, charge and spin), 2.900; 1.013; 1.113 eV (same order as the records).
Calculated E, -6741.14236; -2740.86495; -6702.73932 a.u. (same order as the records).